DFT (the ωB97M-V functional and the def2-TZVPD basis) results for C19H35N3O2RhS as an isolated structure.

Computed properties:
- net charge = +3
- frontier orbital gap (eV) = 6.77
- spin multiplicity = 1

Geometry as XYZ:
```
61
Properties=species:S:1:pos:R:3:mulliken_charge:R:1
Rh -0.206 -0.158 -0.201 0.330
C 0.032 1.737 -2.554 -1.036
N -0.083 1.692 -1.076 -0.020
C 1.176 2.099 -0.413 -0.627
C -1.267 2.466 -0.619 -0.710
C -1.470 2.192 0.848 -0.693
N -1.489 0.704 1.088 0.516
C -0.996 0.424 2.470 -0.946
C -2.867 0.165 0.939 -1.215
H 0.192 2.766 -2.881 0.444
H -0.884 1.351 -2.995 0.317
H 0.878 1.130 -2.872 0.378
H 1.198 3.153 -0.129 0.343
H 2.025 1.878 -1.054 0.363
H 1.306 1.532 0.534 0.367
H -2.119 2.132 -1.211 0.412
H -1.120 3.532 -0.804 0.454
H -2.407 2.616 1.210 0.394
H -0.664 2.614 1.448 0.447
H -1.615 0.985 3.172 0.432
H 0.037 0.763 2.568 0.391
H -1.058 -0.640 2.669 0.317
H -3.503 0.633 1.692 0.443
H -2.848 -0.909 1.110 0.260
H -3.251 0.393 -0.052 0.385
C -2.852 -2.335 -3.119 -1.162
S -2.280 -2.131 -1.448 0.452
O -1.419 -0.812 -1.612 -0.223
C -1.074 -3.410 -1.253 -0.101
C -0.797 -3.930 0.164 0.439
C -0.455 -5.390 -0.034 -1.192
C -0.294 -5.684 -1.318 -1.003
C -0.470 -4.470 -2.179 -0.285
C 0.268 -3.206 -1.832 -1.039
H -2.008 -2.375 -3.806 0.352
H -3.499 -1.488 -3.342 0.487
H -3.431 -3.261 -3.142 0.491
H -1.611 -3.792 0.877 0.742
H -0.409 -6.094 0.785 0.677
H -0.145 -6.663 -1.750 0.598
H -0.750 -4.568 -3.219 0.563
H 0.418 -2.505 -2.644 0.537
O 0.011 -1.800 0.911 -0.348
C 0.396 -3.065 0.630 -0.007
C 1.226 -3.702 1.731 -0.882
C 2.460 -2.934 2.187 -0.566
C 3.498 -2.652 1.101 -1.060
C 3.096 -1.527 0.142 -0.308
C 2.162 -1.918 -1.001 -0.618
N 1.274 -3.092 -0.754 0.157
H 1.515 -4.707 1.410 0.539
H 0.546 -3.838 2.576 0.358
H 2.933 -3.525 2.972 0.525
H 2.164 -1.993 2.657 0.201
H 3.765 -3.565 0.555 0.347
H 4.422 -2.340 1.587 0.447
H 3.987 -1.103 -0.324 0.572
H 2.646 -0.730 0.741 -0.027
H 2.717 -2.153 -1.911 0.632
H 1.504 -1.077 -1.316 0.144
H 1.859 -3.931 -0.691 0.811
```